1.
The molecule C20H16ClFN8O3, computed with the ωB97M-V functional and the def2-TZVPD basis.

Geometry as XYZ:
```
49
Properties=species:S:1:pos:R:3:forces:R:3:nbo_charge:R:1
Cl 6.1654 2.7016 0.4566 0.427 0.506 0.111 0.055
F 5.3592 -2.2275 -0.4877 -0.041 0.053 0.007 -0.319
O -5.3223 2.8828 0.2412 -0.034 0.217 0.252 -0.116
O 1.4661 -0.3697 -0.5170 0.089 -0.090 0.006 -0.597
O -4.6091 -2.2842 0.7095 0.174 -0.210 -0.216 -0.505
N 3.7465 1.4063 0.0984 0.478 -0.199 -0.005 -0.219
N 2.4263 1.6392 0.0545 -0.597 0.209 0.037 -0.422
N 0.0466 2.8749 0.0804 0.579 -0.110 0.040 -0.229
N -1.1555 3.2650 0.1148 -0.714 1.276 0.150 -0.007
N -1.9538 2.2110 -0.1036 0.969 -0.800 -0.009 -0.194
N -4.0680 2.9617 0.6691 1.027 -0.139 0.256 -0.044
N -5.4163 2.1830 -0.9133 0.209 -0.677 -0.917 -0.161
N -3.8628 1.1810 -2.3782 0.005 -0.099 -0.495 -0.797
C -1.2062 1.0823 -0.2928 0.795 0.375 0.181 0.156
C -4.3957 -1.6602 3.0688 -0.081 -0.050 -0.410 -0.638
C 1.3794 0.8089 -0.2360 0.350 0.107 0.043 0.616
C 6.6500 1.0783 0.1954 0.055 -0.450 -0.078 0.011
C -3.0101 -2.6767 -0.9377 -0.106 0.064 0.186 -0.251
C 6.2177 -1.2181 -0.2495 0.170 0.311 0.068 0.436
C -3.5164 -1.8289 0.0544 0.112 -0.007 -0.238 0.396
C -5.1774 -1.5308 1.7656 -0.123 0.216 0.450 -0.067
C -1.7980 -0.2286 -0.5053 -0.097 -0.560 -0.113 -0.096
C -2.8989 -0.6032 0.2691 -0.067 -0.133 0.200 -0.325
C 4.2656 0.2581 -0.1062 -0.937 -0.305 -0.132 0.026
C 0.1007 1.5408 -0.1684 -1.187 -0.363 -0.193 0.003
C -1.2962 -1.0837 -1.4806 -0.019 0.244 0.066 -0.205
C 5.7032 0.0710 -0.0474 0.613 -0.048 0.040 -0.188
C -4.2008 1.8173 -1.2376 -0.059 0.835 1.071 0.287
C 8.0085 0.7984 0.2305 0.015 0.079 0.016 -0.248
C 8.4652 -0.4904 0.0260 -0.211 0.009 -0.012 -0.170
C -3.3293 2.3274 -0.1960 -1.770 0.218 -0.403 0.207
C -1.9108 -2.3090 -1.6835 -0.096 -0.004 0.030 -0.192
C 7.5641 -1.5136 -0.2171 -0.114 -0.047 -0.017 -0.293
H 8.7021 1.6019 0.4198 0.033 0.090 0.018 0.230
H 2.1879 2.6074 0.2512 0.085 -0.313 -0.061 0.420
H -6.1764 -1.9567 1.8896 0.111 0.137 -0.040 0.199
H -1.5241 -2.9806 -2.4340 0.023 -0.079 -0.075 0.224
H -3.0111 0.6415 -2.3879 -0.140 -0.081 0.032 0.412
H -3.3836 -1.2770 2.9628 0.079 0.047 0.049 0.210
H 9.5228 -0.6991 0.0556 0.102 -0.013 0.004 0.222
H -4.9018 -1.1041 3.8527 -0.032 0.064 0.106 0.221
H -0.4323 -0.7967 -2.0565 0.087 0.020 -0.021 0.241
H 7.8877 -2.5289 -0.3806 -0.002 -0.108 -0.019 0.233
H -4.3355 -2.7062 3.3585 0.005 -0.076 0.061 0.218
H -4.6319 0.8115 -2.9122 0.061 -0.063 -0.037 0.408
H -5.2900 -0.4789 1.4751 -0.020 -0.101 -0.048 0.174
H 3.6854 -0.6331 -0.3304 -0.072 0.182 0.029 0.225
H -3.2374 0.0602 1.0501 -0.072 -0.005 0.059 0.227
H -3.4986 -3.6256 -1.0901 -0.064 -0.124 -0.026 0.227
```
Positions in Å, forces in eV/Å.

Its SMILES is CCOc1cccc(-c2c(C(=O)N/N=C/c3c(F)cccc3Cl)nnn2-c2nonc2N)c1. Its net charge is 0. The calculation puts the HOMO-LUMO gap at 8.401 eV. The value obtained for the largest force on an atom is 1.8 eV/Å. For the total energy, the calculation gives -1995.45737 Ha. As for the HOMO energy: -0.3199 Eh. The multiplicity is 1.

=====

2.
A cluster of 2 separate species, C3H4N4O in total, computed with the ωB97M-V functional and the def2-TZVPD basis.

Geometry as XYZ:
```
12
Properties=species:S:1:pos:R:3:forces:R:3:nbo_charge:R:1
O -0.0659 0.9426 -0.1728 4.654 -1.215 -1.677 -0.422
N 2.1584 0.1807 -0.6665 0.586 4.664 -0.760 -0.187
N 2.2653 1.5391 -0.7775 -2.191 -6.017 0.870 -0.279
N -2.0390 1.0686 0.6725 -5.566 2.487 1.439 -0.717
N -0.9140 -0.8737 0.7755 -1.689 -7.551 -4.087 -0.535
C 0.8910 -0.2075 -0.3660 -0.411 4.466 -0.745 0.286
C 0.2500 -1.2859 -0.0333 -2.521 -4.702 0.557 -0.039
C -1.0940 0.3741 0.3220 -3.137 1.677 3.095 0.593
H 0.2019 -2.3910 -0.4439 1.163 2.425 1.459 0.252
H -1.9960 -1.6416 0.2780 4.030 2.903 2.134 0.374
H 3.2378 1.5940 -0.8411 2.309 0.573 -0.517 0.316
H -2.8954 0.7005 1.2532 2.771 0.290 -1.770 0.357
```
Positions in Å, forces in eV/Å.

Its net charge is 0. The calculation puts the HOMO-LUMO gap at 7.682 eV. The value obtained for the largest force on an atom is 8.8 eV/Å. For the total energy, the calculation gives -410.75462 Ha. As for the HOMO energy: -0.3257 Eh. The multiplicity is 1.

=====

3.
The molecule C2H2N2OS, computed with the ωB97M-V functional and the def2-TZVPD basis.

Geometry as XYZ:
```
8
Properties=species:S:1:pos:R:3:forces:R:3:nbo_charge:R:1
S -0.1091 0.3983 2.0630 0.234 -2.095 2.399 0.090
O 0.1098 1.4205 -0.3199 -0.294 1.794 4.255 -0.269
N 0.0337 0.0281 -1.8706 0.675 0.454 1.106 -0.225
N 0.2597 1.2465 -1.5807 -0.785 -1.093 -2.328 0.137
C -0.1893 -0.5802 -0.6432 -0.010 -6.959 -1.605 -0.144
C -0.2179 0.2109 0.3855 1.603 3.132 -2.087 0.006
H -0.0876 -1.7378 -0.5798 -0.826 2.309 -0.329 0.223
H 0.2007 -0.9864 2.5456 -0.596 2.458 -1.411 0.181
```
Positions in Å, forces in eV/Å.

Its SMILES is Sc1cnno1. Its net charge is 0. The calculation puts the HOMO-LUMO gap at 9.628 eV. The value obtained for the largest force on an atom is 7.1 eV/Å. For the total energy, the calculation gives -660.23174 Ha. As for the HOMO energy: -0.3529 Eh. The multiplicity is 1.

=====

4.
A cluster of 3 separate species, C2H10O4 in total, computed with the ωB97M-V functional and the def2-TZVPD basis.

Geometry as XYZ:
```
16
Properties=species:S:1:pos:R:3:forces:R:3:nbo_charge:R:1
O 2.8771 2.5902 -1.5066 0.798 -0.190 -1.910 -0.718
O -1.8312 -1.9182 1.6571 -0.194 -0.146 -0.079 -0.938
O -0.3542 2.5958 0.2503 0.585 -0.063 -0.862 -0.716
O -2.7013 -7.4845 0.4950 0.130 -0.186 0.079 -0.936
C 0.5345 2.5527 -0.8723 2.686 0.285 0.687 -0.089
C 2.0482 2.6921 -0.4297 -1.409 0.238 2.621 -0.064
H 3.7277 2.9839 -1.2989 -0.063 -0.059 -0.065 0.478
H 0.3732 3.3365 -1.6124 -0.440 -0.158 -0.039 0.172
H 0.6726 1.5682 -1.3194 -1.214 -0.159 -0.401 0.170
H -1.5907 -1.0054 1.4982 0.040 0.278 -0.072 0.471
H 2.2434 1.8993 0.2925 -0.179 -0.651 0.036 0.141
H -1.1591 3.0091 -0.0703 -0.106 -0.034 0.152 0.475
H -1.1101 -2.2689 2.1798 0.163 -0.117 0.141 0.467
H -2.4209 -6.5973 0.2702 0.108 0.236 -0.040 0.469
H -3.6344 -7.5024 0.2820 -0.238 -0.040 -0.037 0.467
H 2.3254 3.5488 0.1845 -0.669 0.767 -0.210 0.151
```
Positions in Å, forces in eV/Å.

Its SMILES is OCCO.O.O. Its net charge is 0. The calculation puts the HOMO-LUMO gap at 10.880 eV. The value obtained for the largest force on an atom is 3.0 eV/Å. For the total energy, the calculation gives -383.10959 Ha. As for the HOMO energy: -0.3764 Eh. The multiplicity is 1.

=====

5.
A cluster of 2 separate species, C2H5N2OP in total, computed with the ωB97M-V functional and the def2-TZVPD basis.

Geometry as XYZ:
```
11
Properties=species:S:1:pos:R:3:forces:R:3:nbo_charge:R:1
P -0.4735 0.6934 1.6046 -1.756 1.530 -2.836 0.492
O -0.2332 -1.6227 -0.1994 -1.584 -1.254 0.106 -0.517
N 1.5720 -0.9752 0.0531 1.202 -0.003 -3.640 -0.221
N 1.6127 0.2247 0.1816 0.092 1.745 0.483 -0.330
C -0.9303 -0.7176 -0.6754 1.096 0.361 -2.738 0.242
C -1.0873 0.5165 -0.0920 0.468 0.603 4.129 -0.644
H -1.5150 1.3000 -0.6747 -0.411 0.511 -0.023 0.220
H -1.1136 2.0756 1.6086 1.155 -1.187 0.304 -0.039
H -1.1338 -0.6071 -1.7919 -0.166 -1.196 0.770 0.119
H 1.3553 0.6919 -0.7340 -0.184 -0.386 0.908 0.330
H 1.9467 -1.5794 0.7194 0.087 -0.724 2.537 0.348
```
Positions in Å, forces in eV/Å.

Its SMILES is [H]/N=N/[H].[H]/P=C/C=O. Its net charge is 0. The calculation puts the HOMO-LUMO gap at 7.888 eV. The value obtained for the largest force on an atom is 4.2 eV/Å. For the total energy, the calculation gives -605.12637 Ha. As for the HOMO energy: -0.3223 Eh. The multiplicity is 1.